264
Properties=species:S:1:pos:R:3:forces:R:3:mulliken_charge:R:1 method="wB97M-V/def2-TZVPD" e_homo_ev=-21.3 largest_force_ha_per_bohr=0.079 charge=+8 total_energy_ha=-4887.567572
C 1.8369 2.0951 -5.5007 -0.5 1.2 -0.2 -0.701
O 1.0497 2.1860 -4.3426 -1.4 0.0 0.9 -0.271
C -0.2535 1.5636 -4.4581 1.4 0.0 1.1 -0.926
C -0.8498 1.7518 -3.0742 -0.4 0.3 -0.7 1.291
N -0.9232 3.2464 -2.7120 -0.7 -0.9 1.0 0.312
H -0.6512 3.2713 -1.7397 -0.5 0.1 0.9 0.050
H -0.1461 3.7074 -3.1632 0.2 0.3 -0.8 0.560
C -2.2299 4.0168 -2.9047 0.3 -0.4 -0.6 -0.381
C -2.2095 5.4254 -2.3300 1.7 0.2 0.2 -0.927
O -1.6865 5.4636 -0.9820 -1.0 -1.7 -1.2 0.063
C -1.7055 6.7442 -0.4323 0.7 0.4 0.6 -0.758
H 2.8730 2.1154 -5.1629 0.1 -0.8 -0.3 -0.140
H 1.6867 3.0363 -6.0295 0.1 -0.1 -0.6 0.322
H 1.4440 1.2768 -6.1040 0.9 -0.2 -0.2 0.459
H -0.0578 0.5032 -4.6168 -0.4 -0.2 0.0 0.394
H -0.8863 1.9006 -5.2792 0.1 0.5 -0.1 0.509
H -0.2166 1.3096 -2.3049 0.0 0.0 -0.2 -1.169
H -1.8253 1.2670 -3.0365 -0.2 0.5 0.4 0.026
H -3.1074 3.4768 -2.5491 0.6 -0.5 0.3 0.016
H -2.2815 4.0142 -3.9935 -0.5 0.6 0.0 0.561
H -3.2081 5.8471 -2.4450 0.0 0.1 0.2 0.445
H -1.4826 6.0184 -2.8850 -0.3 0.3 -0.5 0.491
H -0.9620 7.3822 -0.9100 -0.2 0.3 -0.4 0.331
H -1.3338 6.5958 0.5816 -0.3 0.2 0.3 0.046
H -2.6910 7.2100 -0.4282 0.0 0.0 0.0 0.377
C 5.4682 7.5804 -1.2195 -0.3 0.4 -0.7 -0.825
O 4.5431 7.5554 -0.1291 -1.5 -0.8 -0.2 -0.363
C 3.9288 6.2614 0.0534 2.1 0.0 1.6 -0.118
C 2.6273 6.2839 0.8607 0.9 1.5 0.1 -0.285
N 2.8043 7.1159 2.1761 1.3 -0.5 -1.1 -0.029
H 3.1647 8.0181 1.9000 0.4 0.8 -0.3 0.536
H 1.8843 7.3397 2.5277 -0.2 -0.1 0.8 0.387
C 3.8354 6.5284 3.1628 -0.8 -1.6 0.6 -0.537
C 3.9695 7.2512 4.5280 -0.1 2.3 -1.1 -0.658
O 4.0476 8.6635 4.2527 0.4 0.0 -0.5 -0.443
C 5.2856 9.2544 3.6645 -0.4 -0.4 0.3 -0.591
H 4.8767 7.6285 -2.1337 0.1 0.2 -0.2 0.292
H 6.1274 6.7179 -1.3175 0.0 -0.3 0.6 0.333
H 6.1019 8.4629 -1.1314 -0.3 0.0 0.1 0.374
H 4.7491 5.8110 0.6122 -0.3 -0.9 0.6 0.445
H 3.8551 5.5291 -0.7506 -0.5 0.8 -0.9 -0.026
H 2.2525 5.2866 1.0908 0.2 0.1 0.2 -0.047
H 1.8950 6.8220 0.2588 -0.2 0.1 0.3 0.406
H 4.7652 6.3223 2.6325 -0.1 0.8 -0.1 0.268
H 3.4028 5.5375 3.3007 0.2 -0.3 0.4 0.406
H 4.7490 6.9604 5.2321 0.6 -0.6 -0.7 0.487
H 3.0788 7.1032 5.1386 -0.4 0.3 -0.3 0.268
H 5.4075 9.1076 2.5914 -0.4 -0.7 -0.2 0.182
H 6.1919 8.8967 4.1532 -0.2 0.0 0.3 0.325
H 5.2135 10.3404 3.7237 -0.3 -0.2 0.7 0.304
C 5.9185 1.0157 -10.3654 -0.3 -0.9 -0.1 -0.765
O 5.9107 2.0004 -9.3413 -0.2 1.2 0.9 -0.362
C 5.0514 1.7666 -8.2626 0.0 -0.5 0.3 -0.640
C 5.5239 2.4523 -6.9956 1.0 0.9 0.2 0.336
N 5.8471 3.9168 -7.2842 1.0 -0.4 0.9 -0.229
H 6.5365 3.9521 -8.0214 0.5 -0.4 -0.7 0.421
H 5.0498 4.3632 -7.7145 -0.6 0.4 0.2 0.411
C 6.4857 4.7262 -6.1312 -1.5 -0.8 0.8 -0.878
C 5.5343 4.8101 -4.8534 0.9 0.2 -1.7 -0.237
O 5.6218 3.6408 -4.0727 0.6 -0.5 -0.6 -0.362
C 4.7739 3.5898 -2.9491 0.7 0.1 -0.3 0.031
H 6.3456 0.0981 -9.9607 0.3 -0.1 -0.1 0.316
H 6.4957 1.3599 -11.2236 -0.1 0.2 0.3 0.274
H 4.9100 0.7493 -10.6817 -0.2 0.3 -0.1 0.327
H 5.0236 0.7068 -8.0091 -0.1 -0.3 -0.1 0.434
H 4.0179 2.0911 -8.3837 -0.3 0.0 -0.8 0.374
H 6.4244 1.9949 -6.5856 0.2 0.2 -0.2 0.411
H 4.8136 2.4936 -6.1698 -0.3 -0.3 -0.3 -0.449
H 6.7067 5.7049 -6.5572 -0.1 0.0 0.3 0.461
H 7.4089 4.2096 -5.8688 0.0 0.1 -0.1 0.347
H 4.5294 4.9910 -5.2347 -0.4 0.0 0.1 0.342
H 5.8440 5.7104 -4.3227 0.1 0.0 0.3 0.328
H 3.7943 3.2155 -3.2464 -0.5 0.7 0.1 -0.072
H 4.8599 4.5727 -2.4858 -0.8 0.0 0.3 -0.055
H 5.1410 2.8477 -2.2400 0.4 0.0 -0.1 0.267
C -5.3609 -4.2248 -4.3858 0.3 0.4 0.5 -0.708
O -5.0922 -2.9277 -3.7597 0.4 -0.8 2.3 -0.399
C -4.8819 -3.0794 -2.2980 -0.1 1.7 -1.5 -1.066
C -4.5117 -1.6877 -1.6483 0.4 -0.8 -1.3 0.918
N -5.2548 -0.4624 -2.1369 -2.0 -1.8 2.2 0.449
H -4.8749 0.3633 -1.6964 1.2 0.7 0.3 0.106
H -5.1501 -0.4441 -3.1413 -0.4 0.1 -0.5 0.570
C -6.7254 -0.4308 -1.6949 -0.3 0.1 -0.5 -0.967
C -6.9910 -0.5642 -0.1636 1.7 1.0 0.1 -0.358
O -6.0210 0.2729 0.5358 0.3 -0.8 0.7 -0.243
C -5.9319 0.0677 2.0092 -0.9 0.1 -2.1 -0.097
H -5.2679 -4.1132 -5.4661 -0.4 0.2 0.2 0.296
H -6.3331 -4.5813 -4.0456 -0.1 0.0 -0.4 0.332
H -4.6194 -4.9714 -4.1015 0.2 0.1 0.2 0.228
H -4.0462 -3.7387 -2.0632 0.3 0.0 -0.3 0.331
H -5.7268 -3.5090 -1.7598 -0.5 0.0 -0.4 0.625
H -3.5079 -1.3916 -1.9529 0.3 -0.6 0.5 -0.648
H -4.5999 -1.8650 -0.5764 0.1 0.8 0.0 -0.227
H -7.2184 -1.2432 -2.2288 -0.1 0.0 0.1 0.473
H -7.1063 0.5041 -2.1059 -0.1 0.0 0.2 0.474
H -6.9134 -1.6192 0.0994 0.2 -0.1 0.3 0.298
H -7.9684 -0.1846 0.1340 -0.3 -0.2 -0.6 0.472
H -5.4389 0.9303 2.4575 -0.1 0.0 -0.3 0.106
H -5.3730 -0.8394 2.2391 -0.1 -0.1 -0.1 -0.094
H -6.9686 0.0219 2.3426 0.1 -0.1 0.5 0.054
C -3.5601 -3.7257 1.6850 -0.3 0.1 -0.2 -0.595
O -3.3315 -2.3349 1.5541 0.1 0.0 0.0 0.464
C -2.2900 -1.7899 2.3658 -0.6 0.3 -2.1 -0.821
C -1.9568 -0.5028 1.5792 0.6 0.9 -0.6 0.272
N -0.8991 -0.6358 0.3956 0.4 -0.5 2.9 3.810
H -1.1240 -1.3175 -0.3148 -0.6 -1.9 -0.2 -0.920
H -0.8465 0.1799 -0.1977 -0.4 1.5 0.5 -0.821
C 0.5316 -0.9658 0.9176 -0.7 -0.4 -1.6 -0.020
C 1.4073 0.2303 0.7371 -0.8 1.8 0.7 -0.996
O 1.3232 0.6767 -0.5862 0.0 -1.2 -0.8 0.682
C 2.0205 1.8364 -0.8351 0.8 1.7 0.4 -1.295
H -2.6426 -4.2486 1.4151 -0.1 -0.4 0.3 0.019
H -4.3603 -3.9914 0.9942 0.2 0.1 -0.3 0.236
H -3.9805 -3.9906 2.6552 0.5 -0.1 0.4 0.237
H -1.4114 -2.4346 2.3882 0.0 -0.4 0.2 -0.057
H -2.7235 -1.6429 3.3550 0.5 0.5 0.2 0.653
H -1.5856 0.3385 2.1645 0.4 -0.3 0.2 0.166
H -2.8665 -0.0849 1.1480 0.0 -0.4 -0.3 -0.538
H 0.8410 -1.7404 0.2159 0.2 -0.4 0.4 -0.303
H 0.5432 -1.3160 1.9498 -0.3 0.0 -0.3 0.163
H 2.4239 0.2204 1.1301 0.3 -0.9 -0.4 0.943
H 0.9595 1.0246 1.3344 -0.3 0.5 0.4 -0.260
H 1.8695 2.2263 -1.8418 -0.2 -0.5 -0.1 -0.321
H 3.0925 1.7895 -0.6439 0.4 -0.7 -0.3 0.538
H 1.7635 2.6268 -0.1298 -0.7 0.3 0.2 0.397
C -0.6362 -6.2828 3.4084 0.5 -0.6 -0.1 -0.885
O -0.6306 -6.1227 1.9831 0.0 1.0 -0.9 -0.110
C 0.4278 -6.6960 1.2023 -0.4 -1.4 0.3 -0.871
C 0.4461 -6.2693 -0.2518 -2.1 1.9 -1.2 -0.171
N -0.9213 -6.3295 -0.9673 1.0 -1.7 0.0 0.376
H -1.5940 -6.0318 -0.2753 -0.7 -0.9 0.5 0.341
H -0.9256 -5.5375 -1.5942 0.1 1.0 -1.3 0.019
C -1.2311 -7.5523 -1.8483 -0.8 1.1 0.9 -0.718
C -1.5034 -8.7921 -0.9979 1.2 -1.5 0.1 -0.603
O -2.0902 -8.6543 0.2707 0.4 4.0 -0.6 -0.271
C -2.2093 -9.8118 1.0352 0.4 -1.1 -1.0 -0.819
H -1.3347 -5.6141 3.9115 0.2 0.7 -0.6 0.241
H 0.3905 -6.1512 3.7500 -0.1 0.1 0.4 0.308
H -1.0202 -7.2329 3.7797 0.4 -0.6 -0.6 0.273
H 0.2809 -7.7759 1.2229 0.1 -0.2 0.0 0.482
H 1.4445 -6.5292 1.5581 0.0 0.3 0.6 0.590
H 1.2102 -6.6358 -0.9374 -0.1 -0.9 0.6 0.373
H 0.5132 -5.1953 -0.4252 0.8 0.5 1.1 -0.180
H -0.3806 -7.6520 -2.5227 0.4 -0.4 0.5 0.367
H -1.9821 -7.2661 -2.5846 -0.7 0.2 0.6 0.416
H -0.5049 -9.2001 -0.8413 0.3 -0.4 0.1 0.391
H -2.0043 -9.5609 -1.5863 -0.3 0.1 -0.3 0.553
H -1.2685 -10.3601 0.9864 0.0 -0.5 -0.2 0.365
H -3.0158 -10.2874 0.4771 -0.1 -1.2 1.2 0.337
H -2.3241 -9.6250 2.1029 -0.7 0.4 -0.3 0.225
C -10.6706 0.6062 2.5259 0.0 -0.4 -0.5 -0.407
O -10.9975 -0.5525 3.2639 0.7 -0.2 0.3 -0.351
C -11.0375 -1.7927 2.5637 -1.1 0.7 1.1 -0.303
C -10.8654 -2.8724 3.6437 0.2 0.1 -1.0 -0.832
N -9.4092 -3.2822 3.8295 -0.7 1.7 -0.4 -0.282
H -9.5105 -4.1609 4.3171 0.9 -0.1 1.2 0.437
H -9.1001 -3.5821 2.9160 0.2 0.0 -0.5 0.403
C -8.3377 -2.2574 4.3540 -0.6 -3.2 0.2 -0.261
C -7.0459 -3.0925 4.2846 -1.6 0.7 0.0 -0.491
O -7.2920 -4.3096 5.0490 1.4 1.8 -1.1 -0.409
C -6.5643 -5.3732 4.4463 -0.3 -0.8 -0.6 -0.695
H -10.7935 1.4837 3.1606 -0.1 -0.2 -0.1 0.275
H -11.2547 0.6840 1.6090 -0.4 0.2 0.1 0.376
H -9.6387 0.5468 2.1799 0.6 0.1 0.1 -0.069
H -10.3535 -1.8412 1.7164 0.5 -0.1 0.0 0.193
H -12.0385 -1.8625 2.1379 -0.1 -0.4 -0.1 0.486
H -11.2988 -3.8354 3.3739 -0.5 0.2 -0.2 0.437
H -11.3177 -2.5440 4.5795 0.3 0.1 0.0 0.393
H -8.5825 -2.1342 5.4090 -0.1 0.7 -0.2 0.411
H -8.3168 -1.3788 3.7092 -0.4 -0.1 0.3 0.131
H -6.2908 -2.3407 4.5140 0.8 -0.7 1.2 0.450
H -6.8287 -3.2582 3.2294 -0.1 -0.8 -0.3 0.284
H -6.9334 -5.4963 3.4281 0.1 0.0 -0.4 0.309
H -6.7689 -6.3405 4.9053 0.0 0.4 0.6 0.342
H -5.4870 -5.2181 4.3883 0.1 0.2 0.3 0.255
C 6.6918 -6.8911 -6.0365 -0.2 -0.7 -0.1 -0.749
O 5.9917 -6.1826 -4.9894 -0.1 -0.2 0.5 -0.345
C 6.6454 -4.9675 -4.6883 -0.5 -0.3 -0.7 -0.709
C 5.8991 -4.2278 -3.5995 -1.4 -0.8 0.9 -0.327
N 4.3934 -4.5630 -3.6807 -1.2 1.2 1.1 -0.200
H 4.0617 -4.1335 -4.5325 -0.3 0.0 -0.5 0.427
H 4.2378 -5.5528 -3.8078 0.5 -0.8 -0.3 0.479
C 3.4108 -4.1003 -2.5368 1.3 0.6 0.4 -1.029
C 3.3548 -2.5502 -2.4127 -0.1 -0.9 0.0 -0.187
O 4.4983 -1.9454 -1.8665 0.4 -2.3 0.3 -0.463
C 4.6246 -0.5966 -2.1177 1.0 0.5 -0.4 -0.688
H 6.5993 -6.3182 -6.9592 0.6 0.1 0.0 0.330
H 6.2612 -7.8669 -6.2614 -0.8 0.2 0.5 0.283
H 7.6868 -7.1870 -5.7042 0.3 0.7 -0.2 0.315
H 6.6128 -4.3578 -5.5913 0.5 0.2 -0.2 0.409
H 7.6656 -5.1342 -4.3425 0.2 0.1 -0.2 0.436
H 5.9387 -3.1455 -3.7219 0.4 -0.2 0.4 0.216
H 6.1512 -4.5984 -2.6059 0.4 0.5 0.0 0.364
H 3.6787 -4.5900 -1.6006 0.7 0.0 -0.1 0.363
H 2.4044 -4.4806 -2.7116 0.0 0.1 -0.8 0.406
H 2.5336 -2.2290 -1.7718 -0.7 -0.4 -0.2 -0.277
H 3.1292 -2.2772 -3.4435 0.1 0.9 -0.2 1.031
H 5.6474 -0.2976 -1.8883 0.1 -0.2 0.1 0.412
H 3.9966 0.0027 -1.4586 -0.6 0.2 -0.5 -0.024
H 4.5317 -0.5020 -3.1996 -0.5 1.0 -0.1 0.558
C 3.5008 -3.6518 1.5383 -1.4 -0.5 -0.6 -0.062
O 2.7826 -2.7480 2.3580 0.1 -0.3 1.0 0.153
C 2.3932 -3.3167 3.6193 -0.5 1.7 0.1 -0.151
C 3.2280 -2.8062 4.7860 0.8 0.7 -0.1 -1.192
N 3.1865 -1.2778 5.0129 0.1 -0.3 -1.4 -0.193
H 2.2564 -0.9308 5.1989 -0.7 -0.1 -0.5 0.363
H 3.5985 -1.1357 5.9241 1.2 0.2 0.2 0.457
C 3.8601 -0.4287 3.8861 0.8 0.4 1.3 0.116
C 5.3631 -0.8417 3.6440 -1.6 -0.5 -0.2 -0.746
O 6.0411 -0.8563 4.8561 -0.1 0.4 -0.6 -0.353
C 7.4635 -0.8910 4.6803 1.4 -0.8 0.6 -0.834
H 4.4706 -3.9290 1.9516 0.1 0.1 -0.4 0.417
H 3.4284 -3.2735 0.5186 1.1 0.6 0.1 -0.254
H 2.8511 -4.5138 1.3868 0.3 -0.7 0.5 -0.113
H 2.3040 -4.4025 3.6553 0.4 0.0 -0.2 0.430
H 1.3916 -2.9171 3.7782 -0.4 -0.2 0.1 0.180
H 4.2952 -2.9425 4.6115 -0.1 -0.5 0.3 0.410
H 2.9301 -3.2266 5.7465 0.0 -0.3 -0.2 0.531
H 3.8893 0.5990 4.2480 0.1 0.0 0.6 0.443
H 3.1718 -0.3537 3.0442 0.4 -0.9 -0.1 -0.326
H 5.7673 -0.1434 2.9112 0.1 0.3 0.0 0.650
H 5.3955 -1.8215 3.1674 0.0 -0.2 -0.2 0.262
H 7.9020 -1.8512 4.4085 -0.8 -0.8 0.1 0.349
H 7.9079 -0.6927 5.6557 -0.1 0.5 -0.2 0.302
H 7.9045 -0.3120 3.8689 -0.7 1.1 0.2 0.337
C 0.7347 3.0627 7.2480 -0.1 -0.9 0.3 -0.706
O 1.1873 4.2764 6.6960 -0.2 0.0 -1.7 -0.370
C 1.9031 4.1180 5.4812 -0.9 1.2 -0.4 0.195
C 1.0123 3.6155 4.2812 0.0 0.7 0.5 -0.498
N -0.2424 4.5010 4.1779 -0.9 -1.7 0.0 -0.030
H -0.6463 4.7067 5.0805 -0.2 0.0 1.2 0.680
H -0.0455 5.4094 3.7828 0.4 0.2 -0.1 0.335
C -1.4478 3.9193 3.3754 -0.2 1.5 0.2 -0.235
C -2.7963 4.6875 3.8371 0.6 -0.4 1.4 -0.736
O -2.7730 4.7662 5.2710 0.3 0.1 -0.2 -0.365
C -3.9040 5.4810 5.8696 -0.7 -0.3 -0.5 -0.772
H 1.5950 2.4701 7.5590 0.0 0.2 0.9 0.368
H 0.2116 2.3638 6.5954 -0.2 0.3 -1.0 0.222
H -0.0368 3.2689 7.9899 0.7 0.2 0.5 0.326
H 2.8507 3.5994 5.6271 -0.1 -0.6 -0.2 0.577
H 2.1747 5.1197 5.1479 0.2 0.3 0.5 -0.526
H 0.8127 2.5513 4.4061 -0.9 0.3 -0.1 0.226
H 1.4366 3.7617 3.2879 0.7 -0.2 0.2 0.091
H -1.3948 2.8369 3.4919 -0.5 0.2 0.4 0.066
H -1.1825 4.1273 2.3388 -0.5 -0.1 -0.2 0.174
H -3.7028 4.1764 3.5129 0.2 -0.5 -0.2 0.491
H -2.9286 5.7080 3.4778 0.7 0.1 -0.6 0.509
H -4.0552 6.4997 5.5122 0.7 0.1 -0.2 0.333
H -3.8611 5.5036 6.9585 0.6 -0.2 -0.2 0.296
H -4.8294 4.9720 5.5999 0.0 -0.3 0.0 0.308
C -4.0732 3.2614 0.4271 1.8 -0.4 -0.6 -1.047
C -3.0461 2.2104 -0.1456 0.8 1.0 0.9 -0.019
O -3.4163 1.3971 -0.9853 -1.2 -1.3 -1.7 -0.233
O -1.8347 2.1775 0.2721 -0.3 0.9 0.4 -0.262
H -4.9350 3.4508 -0.2128 -0.2 -0.7 0.3 0.407
H -3.5755 4.2298 0.4796 0.3 0.0 0.3 0.085
H -4.2574 2.9094 1.4420 -0.6 0.2 -0.1 -0.138
C -0.7030 -2.0276 -3.3119 -0.6 0.0 -1.1 -0.066
C -0.9409 -3.2270 -2.4278 0.7 -0.7 -0.6 0.167
O -0.8880 -4.3608 -2.9448 0.1 -0.2 -0.2 -0.894
O -1.0748 -3.0393 -1.2051 -0.3 1.0 1.9 -1.081
H -1.2194 -1.1307 -2.9698 0.3 0.1 0.3 -0.488
H -1.0935 -2.2386 -4.3074 -0.1 -0.1 -0.1 0.675
H 0.3643 -1.8793 -3.4762 0.1 0.2 0.4 -0.039